Density functional theory data (the ωB97M-V functional and the def2-TZVPD basis) for C18H24AsCrN4O6S4SiTe as an isolated structure.

The geometry in XYZ format:
```
60
Properties=species:S:1:pos:R:3:lowdin_charge:R:1
Cr 0.00158 -0.03388 0.46082 -0.09
S 0.33322 4.15747 2.22792 -0.16
As -0.49484 3.09090 0.60450 -0.41
S 1.03546 1.79216 -0.39425 0.16
S -1.62884 1.28638 1.27481 0.15
S -1.55074 4.20675 -0.84428 -0.13
C -2.26392 -3.33962 0.86566 -0.03
C -1.34800 -2.87986 1.95447 -0.32
C -1.27410 -3.56515 3.15836 -0.07
C -0.41538 -3.08705 4.14741 -0.09
C 0.36964 -1.98778 3.91240 -0.04
C 0.29050 -1.36195 2.64492 -0.46
N -0.60358 -1.79399 1.72326 0.07
N 1.02218 -0.34034 2.17498 -0.18
Si 2.35849 0.37030 3.03603 0.38
C 1.77586 1.15078 4.63540 -0.17
C 3.61791 -1.00119 3.41104 -0.17
C 3.27377 1.70485 2.12268 -0.21
H -2.65799 -4.33236 1.08948 0.07
H -1.74047 -3.35753 -0.08981 0.08
H -3.08241 -2.63750 0.72876 0.08
H -1.88219 -4.44571 3.31597 0.09
H -0.36266 -3.58957 5.10770 0.10
H 1.04023 -1.60514 4.66686 0.07
H 1.32319 0.45676 5.34574 0.01
H 1.03477 1.91036 4.36771 0.01
H 2.60833 1.65683 5.13391 0.03
H 3.27882 -1.69951 4.17867 0.01
H 4.55990 -0.56031 3.75014 0.02
H 3.82614 -1.58413 2.50837 0.01
H 2.64638 2.59816 2.06308 -0.04
H 3.57600 1.45210 1.10997 -0.01
H 4.16859 1.94002 2.71220 0.03
O -3.04369 -1.26859 -1.26417 0.06
C -2.12283 -0.55298 -1.61195 -0.58
O -0.91653 -0.50109 -1.17076 -0.28
C -2.34744 0.45550 -2.73384 -0.07
C -3.48775 0.36754 -3.51225 0.07
C -3.69787 1.30776 -4.50895 -0.13
C -2.81018 2.33923 -4.74443 0.07
C -1.68398 2.39866 -3.94915 -0.13
C -1.43260 1.49024 -2.93549 0.04
N -0.70056 3.46485 -4.23114 -0.36
O -1.03058 4.33671 -5.01986 0.04
O 0.37206 3.39481 -3.68785 0.07
N -4.89566 1.20686 -5.35571 -0.36
O -5.64596 0.26747 -5.17322 0.06
O -5.06923 2.05631 -6.20972 0.05
H -4.20358 -0.41979 -3.32584 0.13
H -2.98144 3.06730 -5.52053 0.12
H -0.56353 1.59640 -2.28768 0.03
C 3.72134 -0.54651 -0.84247 -0.44
Te 1.98482 -1.75445 -0.63706 1.29
C 1.50169 -1.58708 -2.70045 -0.42
H 3.39905 0.45622 -1.11895 -0.03
H 4.37435 -0.98128 -1.59643 0.00
H 4.23066 -0.51869 0.11776 -0.02
H 1.42682 -0.52396 -2.92680 0.01
H 0.52907 -2.04949 -2.84477 0.00
H 2.25772 -2.07317 -3.31317 -0.01
```

Computed properties:
Total charge: -2
HOMO-LUMO gap (spin up / spin down) (eV): 5.29 / 5.30
E_tot (eV): -185074.8404
LUMO level (spin up / spin down) (eV): 3.5805 / 3.5819
Multiplicity: 2
Energy relative to the best compared isomer or geometry (same formula, charge and spin) (kcal per mole): 0.00
Expectation value of S²: 0.77

***

Density functional theory data (the ωB97M-V functional and the def2-TZVPD basis) for a 4-piece molecular cluster, C18H24BClNOP overall.

The geometry in XYZ format:
```
47
Properties=species:S:1:pos:R:3:lowdin_charge:R:1
N -3.41585 2.20330 -5.13628 0.11
B -2.26215 1.30798 -4.94817 -0.71
O -2.48177 0.10247 -4.23268 0.06
P -0.46754 1.60843 -5.63663 0.50
Cl 1.53303 1.81578 -6.51735 -0.01
H -3.94246 1.95129 -5.96045 0.07
H -4.05491 1.99441 -4.38052 0.06
H -1.71905 -0.07033 -3.69055 0.04
H -0.86361 1.04144 -6.89303 -0.01
H -0.46637 2.99791 -5.35861 -0.02
H 0.10003 0.75242 -4.65184 -0.05
C 3.80909 -1.08329 -1.36743 -0.10
C 2.92741 -0.04253 -1.62710 -0.10
C 2.47917 0.18032 -2.92275 -0.11
C 2.91216 -0.63569 -3.96043 -0.10
C 3.80130 -1.67037 -3.70086 -0.09
C 4.24822 -1.89546 -2.40513 -0.10
H 4.15627 -1.25967 -0.35772 0.10
H 2.59238 0.59726 -0.82027 0.10
H 1.79587 0.99574 -3.12541 0.08
H 2.56448 -0.45820 -4.96989 0.06
H 4.14560 -2.30220 -4.50905 0.10
H 4.93963 -2.70325 -2.20363 0.10
C -1.45924 -0.17415 1.80518 -0.09
C -2.70446 0.44049 1.77351 -0.09
C -3.16773 1.01344 0.59663 -0.09
C -2.38327 0.97421 -0.54824 -0.09
C -1.13464 0.36609 -0.51412 -0.09
C -0.67278 -0.20990 0.66148 -0.09
H -1.10114 -0.62528 2.72163 0.08
H -3.31502 0.47230 2.66674 0.10
H -4.13921 1.48930 0.57130 0.10
H -2.74441 1.41767 -1.46748 0.09
H -0.51762 0.34027 -1.40501 0.08
H 0.29901 -0.68567 0.68677 0.10
C -0.62704 0.34009 7.00160 -0.09
C -0.91057 -0.46392 5.90566 -0.10
C -0.22726 -1.65920 5.72439 -0.10
C 0.74309 -2.04931 6.63810 -0.10
C 1.03132 -1.24229 7.73070 -0.10
C 0.34582 -0.04838 7.91329 -0.10
H -1.16332 1.26899 7.14502 0.10
H -1.66567 -0.15868 5.19228 0.09
H -0.45096 -2.28759 4.87154 0.10
H 1.27420 -2.98177 6.49854 0.10
H 1.79031 -1.54400 8.44060 0.10
H 0.56964 0.57955 8.76567 0.10
```

Computed properties:
HOMO-LUMO gap (eV): 9.11
SMILES: NB(O)[PH3]Cl.c1ccccc1.c1ccccc1.c1ccccc1
E_tot (eV): -45080.7222
LUMO level (eV): 0.0550

***

Density functional theory data (the ωB97M-V functional and the def2-TZVPD basis) for one molecule with the formula C18H24BrNO3.

The geometry in XYZ format:
```
47
Properties=species:S:1:pos:R:3:lowdin_charge:R:1
C 0.38959 -1.23360 -4.21069 -0.05
C 0.40621 -0.48901 -2.87743 -0.29
C -0.96793 -0.54442 -2.18682 -0.34
C -1.17048 -1.88165 -1.47944 -0.05
C -1.09356 0.60569 -1.18846 -0.16
C -1.10717 1.96424 -1.89680 -0.17
C -0.29078 1.93225 -3.19562 -0.13
C 0.88459 0.96681 -3.09997 -0.27
N 1.78970 1.40910 -2.05399 0.13
C 3.09840 1.12989 -2.07932 -0.46
O 3.65583 0.49825 -2.95075 0.08
C 3.87860 1.72004 -0.88642 -0.04
O 3.49898 1.15156 0.36793 0.04
C 2.46358 1.66949 1.01525 -0.48
O 1.76744 2.55925 0.58929 0.10
C 2.25313 0.98139 2.35015 -0.03
C 0.92359 0.27578 2.31331 -0.22
C -0.25385 1.00595 2.42804 -0.03
C -1.48297 0.37765 2.35532 -0.13
C -1.52834 -0.99297 2.16674 -0.69
Br -3.21782 -1.86530 2.05010 0.73
C -0.36896 -1.73958 2.05072 -0.13
C 0.85476 -1.09749 2.11853 -0.03
H 1.39057 -1.26323 -4.63373 0.08
H 0.04527 -2.25578 -4.07886 0.07
H -0.27289 -0.73742 -4.91732 0.08
H 1.14019 -0.97454 -2.22531 0.15
H -1.75123 -0.43349 -2.94384 0.15
H -0.42358 -2.01088 -0.69813 0.07
H -1.08523 -2.71088 -2.17652 0.07
H -2.15713 -1.92471 -1.02353 0.06
H -2.00916 0.48980 -0.60584 0.11
H -0.25787 0.54931 -0.48674 0.10
H -0.71833 2.72707 -1.21959 0.10
H -2.13396 2.24455 -2.13795 0.11
H -0.92137 1.60468 -4.02278 0.12
H 0.07098 2.93366 -3.43524 0.12
H 1.46711 0.99180 -4.02872 0.14
H 1.41015 1.97165 -1.30519 0.10
H 3.72676 2.80475 -0.85664 0.14
H 4.93593 1.48309 -1.01047 0.14
H 3.06984 0.28238 2.52264 0.13
H 2.24661 1.74888 3.12617 0.14
H -0.20793 2.07552 2.56225 0.12
H -2.39583 0.94622 2.44196 0.11
H -0.42160 -2.80779 1.90662 0.11
H 1.76267 -1.67396 2.01969 0.12
```

Computed properties:
HOMO-LUMO gap (eV): 9.83
SMILES: C[C@@H]1[C@@H](C)CCC[C@H]1NC(=O)COC(=O)Cc1ccc(Br)cc1
E_tot (eV): -96732.2750
LUMO level (eV): 0.5946